No. 1
# C42H57O11PS

5 unconnected molecules or ions with the total composition C42H57O11PS at a distorted geometry (ωB97M-V/def2-TZVPD, OMol25).

XYZ file:
```
112
Properties=species:S:1:pos:R:3:forces:R:3:mulliken_charge:R:1
H 2.262 -9.108 -4.558 -0.01 0.03 -0.11 0.244
H -1.547 9.072 2.013 0.25 -1.20 -0.20 -0.042
H -4.951 -2.574 -4.090 0.83 -0.25 0.84 0.354
C -2.381 2.587 0.815 -0.05 0.31 0.53 0.474
C -1.579 -1.743 -0.653 -1.27 -1.42 -0.60 -0.747
C -3.947 0.278 1.885 0.76 -0.98 -0.38 0.545
O -2.839 10.190 3.403 0.18 0.41 -0.14 -0.614
C 0.829 -7.518 -4.914 0.11 -0.26 -0.13 -0.364
C -3.976 12.246 3.674 -0.51 0.03 -0.35 -1.219
H 5.276 -6.773 -0.368 -0.01 -0.14 -0.22 0.354
H 7.643 -9.405 0.156 0.11 0.18 -0.01 0.325
C 4.159 -1.343 -3.030 0.14 0.19 0.18 -0.340
C -2.343 -2.758 -1.604 -0.98 -0.93 -1.30 0.108
H -5.313 3.986 6.054 0.95 -0.08 0.50 0.433
C 6.189 -7.371 -0.341 0.16 0.13 0.17 -0.490
O 2.203 -5.639 -2.252 -0.35 -0.13 -0.16 -0.611
O -5.513 1.913 2.604 0.79 0.45 -0.01 -0.579
C 5.237 -0.286 -2.905 0.20 -0.01 -0.05 -0.962
C 3.442 -6.688 -3.970 0.07 0.33 -0.34 -0.481
C -3.937 -4.465 -3.412 1.25 2.02 1.41 -0.450
C -3.271 4.158 2.584 0.30 -0.17 -0.65 0.559
C -2.033 13.211 1.753 0.02 0.39 0.08 -0.434
H -4.851 5.428 3.350 0.58 -0.90 0.51 0.334
H 4.114 -5.831 -3.932 -0.04 -0.24 0.14 -0.378
C -4.529 -0.804 2.653 1.27 -1.11 -1.48 -0.817
C 5.258 -3.371 -3.869 0.35 -0.03 -0.02 0.785
H 8.951 -9.240 -1.040 -0.05 -0.01 0.01 0.256
H -3.550 -1.096 -2.479 0.31 -1.09 0.08 0.320
O 4.479 -2.291 -4.055 -0.36 -0.14 -0.31 -0.382
H -3.656 6.013 5.254 0.17 -1.09 -0.19 0.147
C -2.903 11.359 3.104 -0.17 0.28 0.34 0.818
H -5.273 -0.669 3.475 0.83 0.29 -0.98 0.408
H -1.392 13.197 0.871 -0.02 -0.27 0.09 0.320
H 6.030 -8.143 0.415 0.10 -0.03 -0.06 0.432
C -4.257 4.212 6.350 0.07 0.80 -0.74 -0.670
H 5.642 -2.965 -1.754 0.09 0.17 -0.06 0.347
H 3.911 -7.537 -3.471 -0.01 0.02 -0.03 0.253
C -2.899 -5.034 -2.542 -0.94 1.77 -0.39 -0.629
H 7.957 -10.711 -0.956 0.13 0.11 -0.21 0.306
C -2.975 0.003 0.791 -0.78 -0.95 1.02 0.337
H -3.042 13.429 1.397 -0.01 -0.07 0.12 0.372
H 0.632 -9.468 -4.021 -0.06 0.06 -0.09 0.297
C -3.355 2.869 1.904 2.09 1.07 -1.06 -0.206
H 1.363 -7.002 -5.714 0.08 -0.02 0.10 0.369
H -4.574 -3.064 2.875 0.44 1.08 -0.47 0.352
H -0.733 -4.272 0.186 -0.17 -0.59 -0.79 0.371
C -4.382 1.757 2.193 0.29 -1.00 -0.33 0.159
P -2.057 6.854 2.924 0.50 0.98 1.27 0.244
H -2.772 -6.143 -2.614 0.14 1.16 0.35 0.330
H -1.926 7.980 0.639 0.72 -0.10 0.62 0.336
C -3.184 -2.458 1.263 -0.57 2.03 0.56 -0.468
C -2.094 -4.203 -1.619 -1.24 0.55 -0.79 1.082
H -1.329 -5.914 -0.410 0.20 1.18 -0.14 0.415
H -2.126 14.290 3.633 -0.05 0.06 -0.08 0.272
C -1.521 14.253 2.726 0.01 -0.03 0.22 -0.977
C -2.248 5.158 2.182 -0.54 -1.82 -2.42 0.565
H 6.157 -4.525 -2.337 0.12 0.03 -0.24 -0.248
H -4.215 13.107 3.054 0.17 0.10 0.10 0.356
H -0.721 -2.321 -0.228 -0.54 0.94 -0.29 0.297
H -1.268 -0.895 -1.306 -0.12 -0.55 0.97 0.415
C -3.554 4.902 5.101 -0.40 0.65 0.14 -0.519
H -4.562 -5.083 -4.092 0.74 0.30 0.70 0.339
C -1.000 -4.877 -0.712 -0.21 -0.43 -1.59 -1.459
C -1.368 8.035 1.610 -0.75 0.02 -0.27 -0.563
H -4.272 4.940 7.200 -0.01 -0.77 -0.65 0.332
S -3.274 2.731 6.842 -0.88 -0.50 -0.05 -0.283
O 6.322 -7.948 -1.645 -0.48 0.06 -0.28 -0.345
H -0.099 -5.053 -1.395 -0.88 0.38 1.22 0.242
H -1.527 15.243 2.267 0.00 -0.05 -0.01 0.362
O 6.943 -9.574 -3.004 -0.22 0.30 0.21 -0.560
C 6.080 -3.472 -2.611 -0.27 -0.24 0.52 -0.524
C 7.946 -9.625 -0.865 -0.25 -0.35 0.43 -1.011
O 5.346 -4.203 -4.735 -0.18 0.41 0.06 -0.615
H -5.016 3.737 3.960 0.82 0.46 -0.72 0.545
C 2.176 -6.327 -3.244 0.52 -0.17 0.05 0.881
O -3.601 7.511 3.278 0.92 -0.38 -0.96 -0.452
H 5.394 0.212 -3.863 -0.11 0.00 0.05 0.296
H -0.262 7.897 1.507 -1.03 -0.06 -0.05 0.328
H 7.078 -3.076 -2.802 -0.05 -0.02 -0.01 0.355
C -1.347 3.523 0.399 -1.61 0.89 2.13 -1.213
C -3.367 -2.201 -2.497 -0.23 -1.23 -0.37 -0.199
H -3.671 12.582 4.666 0.00 -0.02 -0.05 0.295
H 3.299 -6.915 -5.024 -0.01 -0.18 0.05 0.323
H -2.448 4.696 5.081 -1.08 0.01 0.02 0.515
H 3.226 -0.869 -3.337 0.04 -0.20 -0.16 0.331
H 7.227 -5.992 0.953 -0.02 -0.02 -0.04 0.366
C 7.365 -6.473 -0.018 0.20 -0.01 -0.03 -0.893
H -4.240 1.769 7.073 0.51 0.95 -0.19 0.129
C -1.293 4.810 1.103 -1.45 -1.35 0.56 -0.530
H -0.513 5.547 0.809 -0.75 -0.61 0.23 0.217
O -1.961 11.894 2.318 0.12 -0.53 -0.24 -0.368
H 8.304 -7.028 0.003 -0.05 -0.02 0.09 0.307
C 7.017 -9.071 -1.914 0.39 -0.18 -0.12 0.775
H -0.628 3.285 -0.424 -0.93 0.17 0.92 0.384
H -0.501 14.016 3.035 -0.03 0.02 -0.12 0.310
C -2.584 -1.365 0.478 -0.96 0.40 1.18 0.595
O -2.141 1.265 -1.153 -0.09 -0.66 0.70 -0.603
H 1.015 -9.496 -5.754 -0.01 0.04 0.03 0.379
H 7.471 -5.700 -0.781 -0.08 -0.02 0.06 0.224
H -2.910 -3.504 1.002 -0.28 0.93 0.28 0.252
H -0.233 -7.437 -5.151 0.04 0.16 0.21 0.335
H 4.958 0.463 -2.162 -0.01 -0.03 -0.03 0.359
H -3.490 8.466 3.505 0.15 -0.80 -0.21 0.454
C -4.182 -3.002 -3.404 2.05 -1.77 1.57 -0.747
C -2.459 1.231 0.020 -0.25 1.04 0.78 0.135
C 1.208 -8.981 -4.811 0.15 -0.10 0.13 -0.969
C -4.133 -2.190 2.332 0.91 1.45 -1.36 -0.727
H -4.894 11.664 3.759 0.17 -0.07 0.19 0.333
H 3.952 -1.846 -2.083 0.09 -0.05 -0.05 0.313
O 1.007 -6.847 -3.661 -0.47 0.37 0.22 -0.345
H 6.195 -0.720 -2.614 -0.06 0.01 0.09 0.273
C -4.270 4.532 3.718 0.28 0.28 0.35 -0.941
```
Forces are in eV/Å.

Values from the calculation:
E_LUMO = -0.45 eV
SMILES string = Cc1ccccc1Cc1cccc2c1C(=O)c1ccc(P(C)O)c(CCCS)c1C2=O.CCOC(C)=O.CCOC(C)=O.CCOC(C)=O.CCOC(C)=O
HOMO energy = -7.3962 eV
orbital gap = 6.947 eV

***

No. 2
# C42H58As2MoO10S3SbSeTe

A molecular structure, C42H58As2MoO10S3SbSeTe at a distorted geometry (ωB97M-V/def2-TZVPD, OMol25).

XYZ file:
```
119
Properties=species:S:1:pos:R:3:forces:R:3:lowdin_spin:R:1
H -1.331 -4.665 2.283 -0.11 -0.01 -0.08 0.000
H -5.712 -3.338 0.050 0.08 -0.15 0.14 0.000
Te -3.752 0.234 2.769 -0.43 -0.26 1.02 0.000
C -6.868 3.252 -1.606 0.04 -0.06 -0.02 0.023
C 2.218 -3.568 -0.392 0.06 -0.01 -0.06 0.000
H -4.006 5.415 1.252 -0.02 0.05 -0.07 0.000
H 0.983 2.458 3.103 0.08 -0.10 0.10 0.000
As -6.546 1.345 -1.075 -0.48 0.48 0.03 0.013
O -3.419 2.517 1.282 -0.04 1.37 0.43 0.000
C 4.470 -4.528 0.080 -0.11 -0.03 -0.16 0.000
H 2.932 4.577 3.499 0.03 0.11 0.20 0.000
C -0.820 -2.202 3.375 -0.05 -0.01 -0.16 0.000
H -7.335 3.784 -0.779 0.01 -0.01 0.07 0.003
O -4.990 0.282 -4.653 -0.13 0.25 0.12 0.111
C 0.638 -2.929 1.391 -0.09 0.20 -0.04 0.000
C 3.121 2.539 2.767 0.08 0.07 0.13 0.000
H 2.342 -6.288 0.070 -0.07 -0.06 0.12 0.000
H 2.954 -4.230 -3.000 -0.10 0.04 -0.14 0.000
C 3.270 -4.558 -0.879 0.09 -0.07 0.01 0.000
H -4.549 2.875 -4.204 0.11 0.10 0.04 0.003
C -5.120 0.981 -2.362 0.11 0.07 0.26 0.219
H -7.553 3.250 -2.456 0.00 -0.22 0.02 0.000
C 7.000 1.175 -0.451 -0.13 0.08 -0.14 0.000
H 4.256 2.538 4.607 -0.01 0.05 0.14 0.000
C 5.885 1.751 -1.336 0.12 0.05 -0.04 0.000
H 1.849 1.039 3.711 -0.05 -0.05 0.00 0.000
H -3.898 -1.920 -1.496 0.11 0.12 0.07 0.000
S -0.567 4.904 3.318 -1.16 -0.69 0.06 0.000
O -4.975 3.858 0.282 0.02 -0.10 0.16 0.000
H 1.905 -2.167 3.606 0.07 0.12 0.01 0.000
H 4.888 -3.524 0.125 0.05 0.11 0.02 0.000
C 3.057 4.059 2.551 -0.03 -0.15 0.01 0.000
H 7.102 3.410 -2.032 0.17 0.05 -0.08 0.000
O -4.621 -2.041 1.216 -0.05 0.27 -0.09 0.000
H -7.583 -0.510 -5.091 -0.04 0.02 -0.07 0.002
H -1.756 -2.219 2.815 0.11 0.12 0.07 0.000
H 2.201 4.304 1.926 -0.11 0.04 -0.05 0.000
C -4.526 2.621 0.639 -0.31 -0.30 0.65 0.000
C -4.579 0.256 0.758 0.88 0.83 0.29 -0.001
Sb -2.355 3.508 3.527 0.84 -0.43 -1.37 0.000
H 1.142 -3.250 4.774 -0.04 -0.05 0.15 0.000
H -3.004 4.474 0.123 -0.14 0.17 0.01 0.000
H 3.442 -6.687 -1.248 0.09 -0.12 -0.05 0.000
H -7.010 1.013 -5.794 -0.14 -0.08 -0.02 0.000
C 5.954 1.040 -2.691 -0.03 0.14 0.23 0.000
H 3.957 4.423 2.057 0.11 0.04 -0.03 0.000
H 2.344 -2.142 -2.020 0.10 -0.06 -0.05 0.000
C -5.139 -3.334 0.980 -0.23 -0.13 -0.25 0.000
H -3.664 3.530 -2.798 0.00 -0.07 -0.10 0.001
H 5.246 -5.215 -0.259 0.13 -0.11 -0.03 0.000
H -8.587 0.962 -4.938 -0.01 -0.02 0.00 0.000
C -2.654 1.173 -2.916 1.48 -0.45 -0.02 0.092
C 3.433 1.020 -1.289 -0.19 -0.02 0.01 0.000
C 6.133 3.247 -1.563 0.04 -0.17 -0.03 0.000
H 1.898 -4.621 1.428 0.07 -0.12 0.08 0.000
C -3.564 3.167 -3.827 -0.33 0.32 -0.03 0.008
O -0.774 -1.034 0.958 -0.22 0.70 0.21 0.001
C -0.454 -4.608 2.924 0.15 0.17 -0.03 0.000
H 0.238 -5.394 2.627 0.07 -0.12 -0.05 0.000
C -5.274 -1.002 0.600 -1.20 -1.83 -0.17 0.000
C -5.587 0.705 -3.667 -0.33 -0.42 -0.48 0.103
H -3.154 3.962 -4.453 -0.05 0.00 0.01 0.000
H 7.052 1.686 0.506 0.02 0.03 0.14 0.000
C 2.085 1.292 0.744 0.66 -0.14 -1.02 0.000
H 4.495 1.093 3.614 0.05 -0.10 0.05 0.000
C -4.005 4.882 0.294 0.36 0.08 -0.06 0.000
H 5.254 1.478 -3.397 -0.08 -0.01 -0.12 0.000
C 1.428 -3.137 3.729 -0.12 -0.08 -0.09 0.000
C 1.898 2.120 3.584 -0.14 0.08 -0.13 0.000
C 3.189 1.898 1.383 -0.31 -0.07 -0.01 0.000
H 7.966 1.280 -0.945 0.14 0.02 -0.06 0.000
H 4.174 -4.816 1.085 -0.03 -0.02 0.14 0.000
H 3.465 0.695 -2.320 0.07 -0.05 -0.04 0.000
H 1.841 -6.019 -1.598 -0.12 -0.03 -0.06 0.000
H 6.960 1.138 -3.101 0.06 0.01 -0.06 0.000
S -0.910 3.076 -0.428 -0.01 -1.34 0.38 -0.006
C 1.879 -2.414 -1.083 -0.19 0.05 0.04 0.000
H -0.408 -1.194 3.335 -0.12 -0.04 -0.01 0.000
H 6.819 0.118 -0.264 0.00 -0.12 0.06 0.000
C 4.371 2.175 3.588 -0.17 0.07 -0.14 0.000
H 2.158 -3.906 3.486 0.11 -0.10 -0.02 0.000
H 1.938 2.592 4.565 0.12 0.07 0.19 0.000
C 0.214 -1.804 0.630 0.36 -0.26 -0.55 0.000
C 3.773 -4.228 -2.286 -0.10 -0.03 0.26 0.000
H 5.186 2.529 1.124 0.19 0.06 0.10 0.000
H -2.186 -1.662 -1.891 -0.10 0.08 0.08 0.001
H 4.502 -4.974 -2.599 0.09 -0.09 -0.04 0.000
O 0.931 1.093 1.308 0.79 -0.02 1.60 0.002
C 4.535 1.574 -0.654 0.13 0.00 -0.06 0.000
O -2.643 2.108 -3.908 0.17 -0.51 0.17 0.016
H -0.768 -4.799 3.949 -0.04 -0.05 0.15 0.000
H 5.277 2.619 3.182 0.14 0.01 -0.06 0.000
C -5.285 1.507 0.390 -0.14 0.55 -0.18 0.000
H 4.255 -3.255 -2.309 0.07 0.17 -0.06 0.000
C -3.752 0.967 -2.045 -0.43 0.10 0.08 0.216
C 0.925 -1.558 -0.568 -0.08 0.13 0.08 0.001
H -4.293 -4.019 0.915 -0.02 0.07 0.05 0.000
H 5.360 3.658 -2.208 -0.10 0.08 -0.07 0.000
H -5.957 3.771 -1.886 0.06 0.02 -0.01 0.000
As -2.958 0.199 -0.448 -0.85 -0.70 -1.04 0.025
C 2.246 0.904 -0.600 -0.20 -0.04 0.18 0.000
O -1.572 0.568 -2.714 -1.45 0.64 -1.13 0.108
O -6.977 0.923 -3.740 0.47 0.12 0.01 0.030
H -4.258 5.570 -0.516 -0.04 0.05 0.10 0.000
Mo -0.849 1.095 0.469 0.72 1.54 -1.23 0.006
H -5.793 -3.622 1.807 0.01 -0.04 -0.04 0.000
O -6.301 -1.214 -0.017 0.62 0.22 0.36 0.000
C -7.568 0.576 -4.960 0.11 -0.05 -0.29 0.001
Se 0.645 0.172 -1.400 0.73 -0.27 0.09 0.001
C 4.359 2.026 0.649 0.00 -0.13 -0.06 0.000
H -1.044 -2.429 4.418 0.03 -0.17 0.16 0.000
H 6.110 3.792 -0.624 0.00 0.10 0.14 0.000
C 2.685 -5.978 -0.913 0.10 0.19 -0.01 0.000
H 5.728 -0.018 -2.582 -0.03 -0.14 -0.04 0.000
C -2.921 -1.645 -1.084 0.13 -0.43 -0.02 0.018
S -1.553 1.169 2.775 -0.37 0.64 1.10 0.000
C 0.184 -3.214 2.825 -0.04 -0.03 0.18 0.000
H -2.618 -2.351 -0.308 -0.03 0.17 -0.01 0.003
C 1.602 -3.761 0.843 -0.07 0.00 -0.12 0.000
```
Forces are in eV/Å.

Values from the calculation:
multiplicity = 2
expectation value of S² = 0.76
charge = -2
E_LUMO (alpha / beta) = 3.21 / 3.21 eV
HOMO energy (alpha / beta) = -1.1104 / -1.8260 eV
orbital gap (alpha / beta) = 4.319 / 5.034 eV

***

Number 1: E_tot -87122.185 eV. Number 2: E_tot -300188.165 eV.